1.
DFT (ωB97M-V with the def2-TZVPD basis set) results for an isolated molecule of C7H13O2P in a non-equilibrium geometry.

For the largest force on an atom, the calculation gives 0.078 hartree/bohr. Its gap between HOMO and LUMO is 10.4 eV. For the energy relative to the best compared isomer or geometry (same formula, charge and spin), the calculation gives 0.850 eV. As for the charge: 0.

XYZ file:
```
23
Properties=species:S:1:pos:R:3:forces:R:3:nbo_charge:R:1
O 0.056099 0.598513 -1.853027 -0.1473 0.1247 0.4280 -1.110
O 1.305110 -0.806108 -0.144195 -1.5075 1.3235 0.7048 -0.804
C -2.105246 0.554168 1.139124 2.6644 2.9907 0.0336 -0.175
C -1.275251 1.666478 1.385862 -2.0138 -2.6259 0.0983 -0.177
C 1.390514 -3.203220 -0.262873 0.0616 0.1901 -0.1669 -0.627
C 0.223415 3.071570 -0.070930 -0.3031 -0.5039 0.0669 -0.596
C 1.399253 -1.900201 -1.072441 -0.6598 -0.9611 0.2201 -0.066
C -1.553574 -0.391974 0.101306 -0.0282 -0.7881 1.0246 -0.856
C 0.094680 1.735912 0.710871 -1.1437 -0.6550 -0.6752 -0.609
P 0.057855 0.252646 -0.406086 0.6873 0.3000 -1.9414 2.149
H -3.090502 0.402447 1.579970 0.3030 0.1995 -0.1093 0.221
H -1.597962 2.479667 2.061303 0.2925 -0.5175 -0.4065 0.216
H 2.176769 -3.177126 0.484084 0.1392 0.0352 0.1359 0.213
H 0.448060 -3.405059 0.256335 0.0261 0.2846 -0.1591 0.204
H 1.586463 -4.052749 -0.911216 0.0254 -0.0901 -0.1843 0.212
H 0.257295 3.836076 0.698275 0.2752 0.3952 -0.1044 0.207
H 1.113320 3.061578 -0.692248 0.1345 0.2246 0.0586 0.230
H -0.644205 3.307582 -0.731786 0.5588 -0.5948 0.5591 0.229
H 2.338869 -1.796138 -1.610086 -0.0282 0.0827 -0.0772 0.191
H 0.562568 -1.906967 -1.804924 0.5629 0.2688 0.3998 0.195
H -1.446822 -1.401298 0.492759 -0.0262 -0.2469 0.1449 0.242
H -2.188309 -0.470925 -0.765941 -0.2044 0.0843 -0.4408 0.262
H 0.891601 1.545127 1.415862 0.3314 0.4792 0.3905 0.246
```
Forces are in eV/Å.

***

2.
DFT (ωB97M-V with the def2-TZVPD basis set) results for an isolated molecule of C7H14 in a non-equilibrium geometry.

For the largest force on an atom, the calculation gives 0.043 hartree/bohr. Its gap between HOMO and LUMO is 8.7 eV. For the energy relative to the best compared isomer or geometry (same formula, charge and spin), the calculation gives 3.419 eV. As for the charge: 0.

XYZ file:
```
21
Properties=species:S:1:pos:R:3:forces:R:3:nbo_charge:R:1
C -1.746893 -1.470055 -0.477759 -0.1703 -0.1167 0.0664 -0.610
C -0.737852 -0.451140 -0.918257 0.0269 -0.4442 0.0412 -0.217
C -0.716399 1.012302 -0.514239 2.0297 0.1499 0.9257 -0.341
C -0.237150 1.762042 0.786785 -0.9567 0.8339 0.1732 -0.571
C 0.428026 -0.084627 -0.140699 0.4199 -1.1534 -0.7710 0.060
C 0.520802 -0.752248 1.235507 -0.0042 0.0766 -0.1171 -0.630
C 1.755813 0.201754 -0.752611 0.2321 -0.2649 -0.2788 -0.617
H -1.273556 -2.452447 -0.368293 -0.1555 0.0451 0.0010 0.205
H -2.540518 -1.545988 -1.224166 -0.0183 -0.0466 0.1110 0.217
H -2.201193 -1.183112 0.472490 0.0166 -0.1250 -0.0946 0.213
H -0.421265 -0.567121 -1.957518 -0.5964 0.3460 -0.0542 0.220
H -0.493508 1.617263 -1.401883 0.3345 -0.1778 0.4894 0.193
H -0.287801 2.787460 0.461033 -0.4533 0.6956 0.5204 0.217
H 0.829849 1.664353 1.134747 -0.8163 -0.0941 -0.5653 0.166
H -0.840155 1.556075 1.661434 -0.3015 0.3744 0.1608 0.210
H 1.277095 -0.318294 1.902129 -0.1131 0.0791 -0.2582 0.213
H 0.828592 -1.784208 1.019183 0.0014 0.1090 0.1576 0.220
H -0.419522 -0.812821 1.795390 0.1523 0.1230 -0.2669 0.221
H 1.623568 0.735373 -1.697012 0.1623 -0.2148 -0.0042 0.215
H 2.383033 0.828660 -0.097816 -0.2260 -0.1837 -0.1087 0.208
H 2.269039 -0.743212 -0.918440 0.4357 -0.0114 -0.1278 0.209
```
Forces are in eV/Å.

***

3.
DFT (ωB97M-V with the def2-TZVPD basis set) results for an isolated molecule of C7H14 in a non-equilibrium geometry.

For the largest force on an atom, the calculation gives 0.037 hartree/bohr. Its gap between HOMO and LUMO is 10.4 eV. For the energy relative to the best compared isomer or geometry (same formula, charge and spin), the calculation gives 2.634 eV. As for the charge: 0.

XYZ file:
```
21
Properties=species:S:1:pos:R:3:forces:R:3:nbo_charge:R:1
C 1.396290 -1.288386 1.112814 0.7243 0.4849 -0.6908 -0.663
C 1.061122 -0.576410 -0.446828 0.0420 -0.4629 0.9335 -0.375
C 0.057747 0.608333 -0.603856 0.0755 -0.2862 0.9225 -0.070
C 0.612720 2.049789 -0.620708 -0.0801 -0.2081 0.2909 -0.603
C -1.263480 0.442382 -1.324553 0.0962 -0.0955 -0.1905 -0.413
C -1.279273 0.355967 0.158919 0.3133 0.0883 0.2941 -0.217
C -1.430887 -0.998215 0.834034 -0.0785 0.1500 -0.0035 -0.645
H 2.323779 -1.798765 0.882294 0.5433 0.2102 0.1589 0.208
H 1.573057 -0.489254 1.849671 0.2025 0.0097 -0.5268 0.211
H 0.874697 -2.065844 1.765244 -0.1038 0.9002 -1.6568 0.223
H 2.073989 -0.232949 -0.731377 -0.5136 -0.1392 0.1354 0.216
H 0.789317 -1.372874 -1.164103 0.1498 0.1281 0.5533 0.209
H 0.903883 2.463161 -1.607172 -0.1787 -0.6406 0.2667 0.208
H 1.488518 2.155315 0.031228 -0.1658 -0.0707 -0.0108 0.208
H -0.163091 2.724132 -0.235915 0.1474 -0.0633 -0.0309 0.208
H -1.704863 1.330903 -1.772510 0.2606 -0.1455 -0.0592 0.217
H -1.437339 -0.473873 -1.880288 -0.0425 0.0181 0.0490 0.210
H -1.621988 1.210012 0.737386 -0.1905 -0.0246 -0.2845 0.210
H -1.833737 -0.947499 1.854560 -0.0940 0.1387 -0.3516 0.212
H -0.415117 -1.347284 0.924959 -0.9501 -0.4247 0.1572 0.242
H -1.971674 -1.764147 0.260619 -0.1574 0.4330 0.0438 0.203
```
Forces are in eV/Å.

***

4.
DFT (ωB97M-V with the def2-TZVPD basis set) results for an isolated molecule of C7H14 in a non-equilibrium geometry.

For the largest force on an atom, the calculation gives 0.056 hartree/bohr. Its gap between HOMO and LUMO is 11.3 eV. For the energy relative to the best compared isomer or geometry (same formula, charge and spin), the calculation gives 1.884 eV. As for the charge: 0.

XYZ file:
```
21
Properties=species:S:1:pos:R:3:forces:R:3:nbo_charge:R:1
C -1.345404 1.339745 -0.671062 0.1568 -0.6897 -0.3500 -0.613
C -1.209691 -0.073389 0.155297 0.0368 0.5056 -1.3439 -0.218
C -2.324212 -1.105578 -0.208309 0.0242 0.6750 -0.0961 -0.616
C 0.150104 -0.853224 0.023226 -0.2425 0.6310 -0.1785 -0.399
C 1.343187 -0.101978 0.550951 -0.0858 0.0876 0.0513 -0.230
C 2.714389 -0.334460 -0.015342 0.1503 -0.1200 -0.0080 -0.420
C 1.987055 0.951935 -0.299539 0.0441 0.2223 -0.0821 -0.423
H -1.105068 1.149414 -1.704101 -0.0414 0.2804 -0.6904 0.194
H -2.370829 1.773769 -0.594634 0.4833 -0.8159 -0.0688 0.210
H -0.706506 2.191800 -0.312462 -0.1246 -1.2436 -0.0420 0.213
H -1.345694 0.579222 0.985096 -0.0616 -1.4164 2.5099 0.213
H -3.311736 -0.663774 -0.083062 -0.1134 0.0053 -0.1282 0.209
H -2.191220 -1.365726 -1.270104 -0.1543 0.1565 0.1623 0.201
H -2.347344 -2.085952 0.315482 0.4850 0.8374 0.1236 0.214
H 0.161161 -1.876219 0.467918 -0.5950 0.7600 0.0352 0.213
H 0.275943 -1.049834 -1.054495 0.1231 0.1496 0.1115 0.195
H 1.292181 0.101478 1.620367 0.0752 0.0154 -0.1736 0.211
H 3.566680 -0.306331 0.657903 -0.1611 0.0110 -0.0961 0.214
H 2.815451 -1.049257 -0.829067 -0.0640 0.1161 0.1337 0.210
H 1.592460 1.096011 -1.303405 0.0581 -0.0451 0.2038 0.211
H 2.335822 1.861858 0.178487 0.0067 -0.1227 -0.0736 0.213
```
Forces are in eV/Å.

***

5.
DFT (ωB97M-V with the def2-TZVPD basis set) results for an isolated molecule of C7H14.

For the largest force on an atom, the calculation gives 0.005 hartree/bohr. Its gap between HOMO and LUMO is 10.5 eV. For the energy relative to the best compared isomer or geometry (same formula, charge and spin), the calculation gives 0.812 eV. As for the charge: 0.

XYZ file:
```
21
Properties=species:S:1:pos:R:3:forces:R:3:nbo_charge:R:1
C -1.706034 -1.179699 -0.406794 -0.0231 -0.0056 0.0882 -0.613
C -0.580451 -0.300135 -0.893860 -0.0304 -0.1663 -0.1215 -0.215
C -0.245686 1.071075 -0.355344 0.1066 0.0722 -0.0124 -0.225
C -1.003748 1.630532 0.837014 -0.0393 0.0019 0.0401 -0.617
C 0.721999 -0.088488 -0.163847 -0.0327 0.1340 0.0717 -0.055
C 0.954109 -0.526693 1.269861 -0.0556 -0.0802 0.0380 -0.609
C 1.964781 -0.253362 -1.018232 -0.0277 -0.0405 -0.0262 -0.590
H -1.539299 -2.205570 -0.754503 -0.0621 0.1197 0.0749 0.214
H -2.674025 -0.847595 -0.800567 0.1314 -0.0293 0.0707 0.211
H -1.780460 -1.216240 0.683799 -0.0006 0.0249 -0.1395 0.204
H -0.440111 -0.376939 -1.972151 -0.0036 -0.0313 0.1422 0.207
H 0.026352 1.821728 -1.098006 0.0043 -0.1893 0.0895 0.209
H -1.600853 2.499608 0.543688 0.0947 -0.1081 -0.0010 0.216
H -0.341129 1.944301 1.653025 -0.0465 -0.0081 -0.1786 0.208
H -1.700560 0.896293 1.253408 0.1090 0.1123 -0.0286 0.206
H 1.513879 0.254574 1.803404 -0.0625 -0.1699 -0.0932 0.210
H 1.555334 -1.440809 1.303668 -0.0999 0.0357 0.0050 0.211
H 0.034747 -0.704170 1.834887 0.1065 0.0165 -0.1222 0.211
H 1.831194 0.160764 -2.023367 0.0207 0.0292 0.1665 0.207
H 2.857709 0.193619 -0.564893 -0.1543 0.0179 -0.0508 0.205
H 2.152260 -1.332785 -1.131188 0.0652 0.2642 -0.0127 0.205
```
Forces are in eV/Å.